{"formula": "C38H49N3O5", "method": "ωB97M-V with the def2-TZVPD basis set", "elements": ["H", "N", "C", "H", "H", "H", "C", "H", "C", "H", "H", "H", "C", "O", "H", "C", "C", "H", "C", "H", "C", "C", "H", "H", "C", "H", "H", "C", "O", "H", "C", "C", "C", "H", "H", "C", "C", "H", "H", "H", "C", "H", "C", "O", "C", "O", "H", "C", "H", "C", "H", "N", "H", "H", "H", "H", "H", "C", "H", "H", "H", "H", "C", "C", "H", "H", "C", "C", "H", "C", "H", "O", "C", "C", "C", "H", "H", "C", "C", "H", "C", "H", "H", "H", "C", "C", "H", "N", "C", "C", "H", "H", "H", "H", "C"], "coordinates": [[9.01922, -5.36208, 1.97899], [1.10528, 1.64190, -0.11352], [4.72680, -0.33208, -0.31386], [-7.74403, -2.77367, 1.34598], [10.20949, -4.48690, 1.02285], [7.23536, -1.16349, 0.53903], [1.18666, 4.40616, 0.04749], [-5.78217, 0.15861, 0.55579], [1.24410, 5.78470, 0.07152], [-6.05389, -1.75494, -3.45470], [9.55312, -1.77100, -1.65341], [1.83515, 8.43016, -0.75645], [-12.58140, -2.36683, 1.80845], [-5.98128, -2.61452, 0.42409], [-13.59064, -1.96348, 1.84271], [10.16938, -1.25462, 0.33494], [-7.44349, -1.39976, -1.84377], [-7.26779, -1.09629, 1.02991], [1.19801, 8.62144, 0.11270], [-11.71902, -0.59275, 0.95407], [-9.50533, -1.48745, -0.39496], [9.63062, -2.26192, -0.67942], [-9.36441, -0.44576, -0.09565], [11.41196, -0.20289, -1.07332], [3.59628, -2.45786, -0.29447], [8.01181, -3.58313, -1.12654], [-8.21004, -0.99547, -2.50923], [0.06686, 6.52917, 0.03023], [0.00087, 7.88323, 0.04810], [9.46339, -0.43033, 0.45142], [8.22316, -3.61551, 1.00086], [-4.89056, -0.42757, 0.40115], [-6.53866, -2.31735, -2.65963], [-9.86840, -2.10556, 1.64556], [-3.70565, -3.56046, 0.04172], [11.52032, -0.69082, -0.10189], [-7.28820, -2.10462, 0.60921], [-10.07375, -1.48516, -1.32812], [8.98922, -5.47790, 0.21986], [7.27379, -1.16402, -1.24757], [3.50620, 0.29697, -0.25799], [13.02971, 0.69850, 0.58067], [9.17118, -4.80680, 1.05627], [-3.78442, 1.62146, 0.38295], [-10.33391, -2.21244, 0.66450], [1.26315, -2.59121, -0.19823], [-12.64457, -3.43286, 1.60117], [4.78092, -1.73031, -0.32988], [-2.86262, 1.97612, 0.28417], [-3.70120, 0.28963, 0.29019], [8.45170, -2.92653, 1.81611], [-1.23542, 1.66181, 0.03476], [12.23169, -1.51103, -0.22261], [-10.37265, -3.27786, 0.42625], [2.09329, 3.82309, 0.08003], [11.38300, 1.14547, 1.02857], [3.44905, 1.37378, -0.24614], [7.16702, -1.79591, -0.35517], [10.28865, -1.73450, 1.30720], [0.48665, -1.97854, -0.14712], [-2.06113, 6.45267, -0.07068], [10.35254, -3.07302, -0.78720], [8.26297, -2.86673, -0.33609], [-11.75762, -1.66269, 0.73740], [7.20038, -3.96830, 1.14592], [-12.12621, -2.23583, 2.78778], [-1.16021, 5.86085, -0.03619], [2.30589, -0.41635, -0.21409], [-8.28862, -3.16713, -0.96162], [-1.22180, 0.32335, 0.00454], [12.20330, -0.16351, 1.87902], [5.91748, -2.45940, -0.37947], [2.36055, -1.82831, -0.23578], [-1.21110, 4.48751, -0.05690], [-2.51418, -1.78856, 0.00516], [-2.16468, 3.98710, -0.11350], [-12.24363, -1.78606, -0.23300], [-8.13594, -2.12143, -0.67457], [-0.05411, 2.27828, -0.03430], [0.89824, 9.66812, 0.11533], [-4.90365, -1.81035, 0.31574], [5.62698, 0.25970, -0.34753], [1.75550, 8.40293, 1.02892], [-5.76782, -2.76510, -2.04009], [-2.48070, -0.38939, 0.09413], [12.06868, 0.30937, 0.90854], [-1.59048, -2.32124, -0.15292], [-0.09301, -0.38162, -0.09187], [-3.68711, -2.48484, 0.10960], [-0.03332, 3.73715, -0.01422], [3.63533, -3.53463, -0.30962], [2.20615, 6.26987, 0.12264], [-6.86396, -0.55527, -1.46887], [-7.12164, -3.11704, -3.11228], [1.05260, 0.30806, -0.13919]], "mulliken_charge": [0.412, -0.539, -0.754, 0.248, 0.293, 0.629, -0.791, 0.484, -0.558, 0.384, 0.409, 0.335, -1.306, -0.359, 0.394, -0.352, -0.600, 0.370, -0.834, 0.333, -1.348, -1.392, 0.287, 0.323, -0.505, 0.473, 0.486, 0.927, -0.455, 0.251, -0.742, -0.695, -1.284, 0.332, 0.501, -0.364, -1.052, 0.452, 0.311, 0.552, -1.054, 0.401, -1.352, -0.700, -0.534, -0.710, 0.319, 0.898, 0.672, -0.554, 0.345, -0.728, 0.322, 0.318, 0.443, 0.327, 0.462, -1.455, 0.243, 0.748, 0.441, 0.456, 0.656, -0.342, 0.446, 0.329, -0.748, 0.643, 0.173, 0.017, 0.327, -0.377, -0.076, -0.509, -0.528, 0.391, 0.316, 1.061, -0.069, 0.239, 1.228, 0.487, 0.338, 0.213, 1.084, -1.323, 0.393, -0.719, -0.924, 0.926, 0.455, 0.416, 0.203, 0.400, 0.308], "e_homo_ev": -8.264, "total_charge": 0}

{"formula": "C17H22ClNO3", "method": "ωB97M-V with the def2-TZVPD basis set", "elements": ["H", "C", "C", "C", "C", "H", "C", "C", "H", "H", "H", "H", "C", "H", "C", "H", "C", "C", "H", "H", "H", "Cl", "H", "C", "H", "H", "C", "H", "N", "H", "H", "C", "O", "H", "H", "H", "H", "O", "C", "C", "C", "O", "C", "H"], "coordinates": [[-4.99322, -1.34539, 1.07403], [2.06274, -0.84881, 0.65432], [3.27878, -2.07130, -1.02970], [0.91559, -0.88198, -0.13115], [-4.81904, -1.80059, 0.09328], [1.12886, 3.84391, 1.17672], [-0.32371, -0.18041, 0.38186], [0.95944, -1.52120, -1.36200], [-3.92242, -3.56559, 0.92778], [1.77323, 3.02409, -0.96058], [-0.63942, 3.17966, 2.57880], [-5.65624, -3.70968, 0.60677], [3.22917, -1.43783, 0.20116], [0.57193, 5.21344, -0.96620], [0.04232, 1.80995, -1.15217], [2.04625, -0.37459, 1.62401], [-0.95980, 3.41420, 1.56161], [-4.71750, -3.31311, 0.23068], [0.07923, -1.56142, -1.98181], [0.09209, 5.25050, 1.29577], [0.76700, 1.60763, 0.86071], [4.64683, -1.38086, 1.19188], [-1.86892, 1.47273, 1.54528], [2.13253, -2.11035, -1.80268], [0.80234, 3.32984, -2.41088], [-1.86005, 4.02711, 1.63958], [0.06910, 4.30391, -0.63084], [-4.49968, -3.76498, -0.73404], [-1.52513, -0.59734, -0.29255], [-1.62169, -0.33494, -1.26315], [-0.97234, 4.37186, -0.94875], [-2.60529, -1.04450, 0.38061], [-2.65037, -1.24136, 1.57166], [4.19526, -2.52643, -1.37009], [-2.02986, 2.33075, 0.02484], [-5.61944, -1.51959, -0.59457], [-0.46719, -0.44192, 1.43828], [-0.41059, 1.19761, -2.09040], [-1.33806, 2.11770, 0.84298], [0.14965, 4.23645, 0.89458], [0.75299, 3.12711, -1.33903], [-3.63583, -1.24239, -0.47306], [-0.12243, 1.35201, 0.28356], [2.15572, -2.60443, -2.76206]], "mulliken_charge": [0.322, -0.385, -0.505, -0.231, -0.231, 0.304, -0.656, -0.234, 0.319, 0.340, 0.307, 0.364, -0.015, 0.388, 0.289, 0.449, -0.989, -1.104, 0.393, 0.383, 0.729, -0.230, 0.403, -0.795, 0.390, 0.421, -0.787, 0.293, 0.065, 0.410, 0.389, 0.498, -0.631, 0.433, 0.411, 0.302, 0.750, -0.607, -0.986, -0.633, -0.921, -0.457, 0.650, 0.395], "e_homo_ev": -9.113, "total_charge": 0}

{"formula": "C2H13N9", "method": "ωB97M-V with the def2-TZVPD basis set", "elements": ["H", "C", "N", "H", "H", "H", "N", "H", "H", "H", "N", "N", "N", "H", "H", "N", "H", "H", "N", "N", "N", "H", "H", "C"], "coordinates": [[-10.14184, -2.14627, 0.98706], [3.98463, -1.25863, -0.24964], [2.27228, -2.16436, 1.18723], [0.88490, 1.97580, -0.01085], [-8.21431, 1.21288, -0.33438], [3.46233, 3.96473, -0.56326], [2.74376, 2.18730, -0.37943], [2.57382, -0.18637, 0.50398], [1.90640, -1.66376, 2.07404], [-9.89981, 1.31374, -0.67869], [1.81861, 1.50277, 0.09686], [2.63410, 3.44459, -0.33863], [2.84232, -1.16835, 0.37009], [1.33443, -2.53992, 0.74737], [5.61392, -0.04897, -0.83497], [4.58447, -2.43559, -0.21973], [1.77109, 3.94519, -0.55736], [4.23471, 0.80341, -0.88897], [-9.85323, -1.17494, 0.82518], [-9.16926, 0.65512, -0.53724], [4.64418, -0.16764, -0.68579], [5.41100, -2.53816, -0.79529], [3.99040, -3.08531, 0.27363], [-9.42891, -0.42729, 0.00876]], "mulliken_charge": [0.364, 0.571, -0.791, 0.196, 0.373, 0.243, 0.283, 0.335, 0.319, 0.320, -0.584, -0.536, 0.102, 0.279, 0.206, -0.363, 0.267, 0.313, -0.110, -0.356, -0.378, 0.246, 0.290, 0.410], "e_homo_ev": -14.687, "total_charge": 2}

Short version: relative energy (zero: lowest compared OMol25 entry of this formula, charge and spin) = 16.2 9.8 308.4 kJ/mol, in the order given.